Molecular formula: C10H29N2O4S2
Method: DFT, ωB97M-V with the def2-TZVPD basis set

Positions of all 47 atoms, in Å:
1 C 2.818 0.912 0.333
2 C 2.110 2.184 0.921
3 C 1.314 2.902 -0.217
4 O 0.077 2.253 -0.574
5 N -0.859 2.361 0.426
6 C -2.068 1.571 -0.011
7 C -3.372 2.135 0.607
8 O -3.143 2.750 1.874
9 C -4.525 1.102 0.721
10 N -4.728 0.302 -0.493
11 H 2.049 0.194 -0.003
12 H 3.498 1.153 -0.503
13 H 3.455 0.498 1.138
14 H 1.477 1.862 1.773
15 H 2.847 2.928 1.282
16 H 1.950 2.839 -1.121
17 H 1.186 3.995 -0.039
18 H -1.116 3.331 0.663
19 H -0.556 1.919 1.308
20 H -1.900 0.492 0.161
21 H -2.146 1.720 -1.105
22 H -3.727 2.935 -0.084
23 H -4.010 2.976 2.215
24 H -5.468 1.669 0.892
25 H -4.365 0.503 1.647
26 H -5.296 -0.485 -0.191
27 H -3.865 -0.125 -0.828
28 C 7.378 -1.462 -0.714
29 S 5.954 -0.654 0.036
30 O 5.966 0.773 -0.405
31 C 6.581 -0.701 1.725
32 H 7.219 -1.507 -1.790
33 H 8.282 -0.890 -0.502
34 H 7.470 -2.474 -0.318
35 H 7.536 -0.177 1.780
36 H 6.700 -1.738 2.040
37 H 5.858 -0.207 2.374
38 C -3.678 -4.123 -0.245
39 S -3.092 -3.705 -1.898
40 O -2.669 -2.270 -1.867
41 C -4.707 -3.771 -2.692
42 H -2.828 -4.103 0.435
43 H -4.423 -3.394 0.079
44 H -4.110 -5.124 -0.256
45 H -5.385 -3.064 -2.212
46 H -5.105 -4.783 -2.622
47 H -4.584 -3.501 -3.740

## Properties
- 2S+1 = 1
- LUMO (Ha) = -0.096
- HOMO energy (eV) = -10.97
- calculated total energy (eV) = -43670.940
- total charge = +1

=====

Molecular formula: C10H29N9O9
Method: DFT, ωB97M-V with the def2-TZVPD basis set

Positions of all 57 atoms, in Å:
1 C 1.877 2.251 -3.816
2 C 0.468 2.342 -4.377
3 O 0.273 1.131 -5.071
4 C -0.524 2.504 -3.209
5 O -0.976 1.228 -2.825
6 O -1.347 1.318 -1.439
7 C -1.323 0.026 -0.914
8 O -2.288 -0.712 -1.026
9 O -0.185 -0.287 -0.279
10 C 0.790 -0.906 -1.191
11 C 1.734 -1.829 -0.453
12 N 2.343 -2.722 -1.449
13 H 1.863 1.461 -3.078
14 H 2.539 1.905 -4.600
15 H 2.199 3.187 -3.384
16 H 0.368 3.203 -5.034
17 H -0.662 0.964 -5.201
18 H -0.041 3.019 -2.387
19 H -1.361 3.134 -3.510
20 H 0.232 -1.494 -1.908
21 H 1.332 -0.115 -1.695
22 H 1.232 -2.454 0.263
23 H 2.550 -1.319 0.039
24 H 3.224 -2.346 -1.767
25 H 1.756 -2.822 -2.265
26 C -3.515 2.475 1.981
27 O -3.787 2.958 3.066
28 N -2.467 2.926 1.217
29 N -4.215 1.444 1.423
30 H -2.237 2.532 0.326
31 H -1.919 3.681 1.580
32 H -4.994 1.068 1.940
33 H -3.990 1.049 0.529
34 C 4.438 0.959 -1.101
35 O 4.253 0.255 -2.079
36 N 3.412 1.339 -0.279
37 N 5.676 1.419 -0.749
38 H 3.529 1.913 0.533
39 H 2.497 1.009 -0.517
40 H 6.446 1.154 -1.334
41 H 5.848 1.997 0.051
42 C -5.780 -1.649 2.988
43 O -6.401 -0.667 2.618
44 N -5.910 -2.159 4.250
45 N -4.907 -2.316 2.174
46 H -5.412 -2.963 4.578
47 H -6.541 -1.688 4.870
48 H -4.787 -1.966 1.243
49 H -4.386 -3.122 2.461
50 C 2.422 -2.937 3.102
51 O 2.500 -3.278 1.936
52 N 2.867 -3.722 4.131
53 N 1.876 -1.736 3.478
54 H 2.811 -3.460 5.096
55 H 3.270 -4.607 3.888
56 H 1.533 -1.140 2.749
57 H 1.798 -1.435 4.430

## Properties
- 2S+1 = 1
- LUMO (Ha) = 0.008
- HOMO energy (eV) = -9.00
- calculated total energy (eV) = -42678.948
- SMILES = C[C@@H](O)COOC(=O)OCCN.NC(N)=O.NC(N)=O.NC(N)=O.NC(N)=O

=====

Molecular formula: C10H30BF4KO5
Method: DFT, ωB97M-V with the def2-TZVPD basis set

Positions of all 51 atoms, in Å:
1 K 0.391 0.177 0.404
2 B 1.018 0.812 3.610
3 F 2.432 0.711 3.599
4 F 0.634 1.895 2.782
5 F 0.503 -0.385 3.009
6 F 0.541 0.947 4.905
7 C -3.526 -1.077 -1.892
8 C -2.435 -0.139 -2.389
9 O -1.124 -0.605 -2.017
10 H -3.513 -1.121 -0.803
11 H -3.405 -2.076 -2.313
12 H -4.505 -0.699 -2.196
13 H -2.551 0.832 -1.912
14 H -2.492 -0.031 -3.473
15 H -0.847 -1.253 -2.672
16 C -2.757 0.698 3.648
17 C -2.828 -0.304 2.508
18 O -2.405 0.278 1.256
19 H -3.283 1.623 3.382
20 H -1.727 0.968 3.873
21 H -3.234 0.318 4.552
22 H -3.848 -0.686 2.398
23 H -2.150 -1.135 2.685
24 H -3.095 0.878 0.960
25 C 1.167 4.144 -0.099
26 C 1.492 3.046 -1.095
27 O 0.334 2.260 -1.417
28 H 2.069 4.705 0.155
29 H 0.788 3.711 0.829
30 H 0.422 4.840 -0.487
31 H 2.229 2.367 -0.667
32 H 1.922 3.476 -2.006
33 H -0.183 2.760 -2.053
34 C 3.599 0.435 -2.780
35 C 3.367 -0.736 -1.847
36 O 2.969 -0.311 -0.537
37 H 3.831 0.083 -3.789
38 H 4.433 1.058 -2.452
39 H 2.703 1.052 -2.862
40 H 4.276 -1.337 -1.771
41 H 2.560 -1.357 -2.234
42 H 3.767 -0.063 -0.060
43 C 0.817 -3.934 0.811
44 C 0.200 -3.263 -0.373
45 O -1.050 -2.695 0.041
46 H 0.885 -3.232 1.645
47 H 1.834 -4.280 0.608
48 H 0.250 -4.803 1.145
49 H 0.033 -3.948 -1.212
50 H 0.879 -2.475 -0.735
51 H -1.383 -2.129 -0.665

## Properties
- 2S+1 = 1
- LUMO (Ha) = -0.011
- HOMO energy (eV) = -10.36
- calculated total energy (eV) = -48973.134

=====

Molecular formula: C10H30ClO5
Method: DFT, ωB97M-V with the def2-TZVPD basis set

Positions of all 46 atoms, in Å:
1 Cl -1.040 -0.787 -0.724
2 C 1.632 -0.181 4.125
3 C 1.670 -0.439 2.604
4 O 0.940 -1.623 2.347
5 H 2.041 -1.029 4.675
6 H 0.600 0.008 4.419
7 H 2.257 0.684 4.348
8 H 2.678 -0.626 2.229
9 H 1.350 0.474 2.100
10 H 0.310 -1.501 1.630
11 C 0.126 4.466 0.839
12 C 0.114 2.966 0.576
13 O -0.603 2.657 -0.568
14 H -0.887 4.820 1.044
15 H 0.552 5.026 0.008
16 H 0.639 4.632 1.787
17 H -0.215 2.440 1.474
18 H 1.144 2.668 0.358
19 H -0.847 1.727 -0.606
20 C 2.142 -3.785 -0.689
21 C 1.059 -4.015 -1.756
22 O -0.220 -3.911 -1.232
23 H 2.127 -4.617 0.017
24 H 1.921 -2.950 -0.022
25 H 3.136 -3.627 -1.109
26 H 1.158 -4.973 -2.269
27 H 1.185 -3.249 -2.525
28 H -0.447 -2.979 -1.123
29 C 0.628 -0.797 -3.988
30 C 1.811 -0.442 -3.151
31 O 1.425 0.640 -2.327
32 H 0.800 -1.502 -4.805
33 H 0.226 0.126 -4.407
34 H -0.208 -1.240 -3.444
35 H 2.595 -0.159 -3.854
36 H 2.142 -1.276 -2.530
37 H 0.758 0.308 -1.712
38 C -4.278 2.080 0.534
39 C -3.573 1.076 1.430
40 O -3.846 -0.278 1.085
41 H -4.314 1.757 -0.507
42 H -3.845 3.082 0.563
43 H -5.298 2.267 0.873
44 H -3.906 1.342 2.434
45 H -2.499 1.261 1.374
46 H -3.139 -0.519 0.476

## Properties
- 2S+1 = 1
- LUMO (Ha) = 0.116
- HOMO energy (eV) = -6.27
- calculated total energy (eV) = -33618.635
- total charge = -1

=====

Molecular formula: C10H30N2NiO4
Method: DFT, ωB97M-V with the def2-TZVPD basis set

Positions of all 47 atoms, in Å:
1 Ni 0.172 0.477 -0.159
2 C 1.175 3.226 0.178
3 O 1.661 1.903 -0.057
4 H 1.654 3.588 1.088
5 H 1.538 3.848 -0.640
6 H 0.087 3.212 0.231
7 H 2.562 2.061 -0.347
8 C -2.325 1.295 -1.905
9 O -1.029 1.695 -1.458
10 H -2.120 0.555 -2.679
11 H -2.940 0.755 -1.185
12 H -2.940 2.114 -2.277
13 H -0.718 2.405 -2.024
14 C -2.408 0.254 3.289
15 C -1.478 -0.103 2.142
16 C -2.289 -0.777 1.013
17 O -1.471 -0.915 -0.171
18 C -2.143 -1.715 -1.122
19 N -0.898 1.139 1.628
20 H -2.820 -0.652 3.733
21 H -3.243 0.929 3.101
22 H -1.769 0.707 4.047
23 H -0.631 -0.709 2.462
24 H -3.151 -0.139 0.815
25 H -2.714 -1.707 1.390
26 H -3.182 -1.404 -1.235
27 H -2.166 -2.739 -0.749
28 H -1.580 -1.722 -2.055
29 H -0.297 1.416 2.391
30 H -1.597 1.864 1.716
31 C 2.480 -2.208 -2.619
32 C 1.718 -1.620 -1.465
33 C 2.494 -1.334 -0.178
34 O 1.562 -0.707 0.799
35 C 2.299 -0.546 1.994
36 N 1.209 -0.369 -1.887
37 H 2.742 -1.497 -3.403
38 H 1.786 -2.938 -3.035
39 H 3.339 -2.767 -2.248
40 H 0.842 -2.198 -1.172
41 H 3.297 -0.617 -0.347
42 H 2.893 -2.256 0.245
43 H 1.693 -0.341 2.877
44 H 2.857 0.388 1.932
45 H 2.938 -1.368 2.317
46 H 2.080 0.062 -2.164
47 H 0.828 -0.540 -2.807

## Properties
- 2S+1 = 4
- ⟨S²⟩ = 3.759
- LUMO (spin up / spin down) (Ha) = -0.319 / -0.605
- HOMO energy (spin up / spin down) (eV) = -20.71 / -20.79
- calculated total energy (eV) = -63037.719
- total charge = +3